1.
Formula: C30H41F15GeN8O4RbTe
Source: OMol25
Level of theory: ωB97M-V/def2-TZVPD

XYZ file:
```
101
Properties=species:S:1:pos:R:3:forces:R:3
Rb -0.88964 -0.74434 0.15137 1.090 -0.474 0.025
C 0.92146 3.66915 2.26734 0.023 -0.020 -0.056
N 0.54815 2.47649 1.52485 -0.035 -0.086 0.038
C -0.51473 1.76991 2.25395 -0.068 0.091 0.116
C -1.92645 2.25600 1.92503 0.085 0.000 0.032
N -2.31332 1.97233 0.53818 0.174 0.193 0.282
C -2.04857 2.92485 -0.39031 -0.056 0.029 -0.222
C -1.70398 4.29411 -0.22320 -0.045 -0.017 0.080
F -1.69973 4.91159 0.98645 0.031 -0.098 0.071
C -1.41045 5.16533 -1.25947 0.019 0.063 -0.085
F -1.08645 6.44441 -0.97216 -0.010 -0.068 -0.011
C -1.47484 4.77054 -2.57452 -0.022 0.090 0.082
F -1.20320 5.62118 -3.59212 -0.037 0.004 0.018
C -1.84660 3.46106 -2.80652 0.009 -0.015 -0.073
F -1.92840 3.02802 -4.08947 -0.015 0.028 0.024
C -2.12963 2.59818 -1.77788 0.013 -0.011 0.046
F -2.51354 1.37993 -2.14559 0.033 -0.104 0.084
C 1.70003 1.62704 1.28008 0.028 0.017 0.113
C 2.66441 2.20969 0.24669 0.037 -0.011 -0.091
N 2.17781 1.98901 -1.09490 -0.021 0.011 -0.055
C 1.93003 2.94485 -1.97761 -0.018 -0.102 0.151
C 1.89413 4.36329 -1.80726 0.037 0.146 0.237
F 2.08766 4.91167 -0.59739 -0.065 -0.087 -0.401
C 1.64969 5.22316 -2.85276 0.030 0.237 0.080
F 1.62951 6.54767 -2.65313 0.020 -0.274 -0.016
C 1.40308 4.73247 -4.12788 -0.047 0.273 -0.314
F 1.17907 5.57788 -5.14013 0.088 -0.265 0.290
C 1.40031 3.36304 -4.34958 -0.009 -0.101 -0.123
F 1.17159 2.89567 -5.59085 0.062 0.075 0.213
C 1.66878 2.50119 -3.31528 0.006 -0.189 -0.060
F 1.75462 1.20324 -3.59030 0.061 0.336 0.030
H 1.54385 4.33702 1.67455 0.021 0.000 -0.016
H 1.46609 3.40904 3.19394 -0.006 0.005 0.006
H 0.02673 4.22083 2.54011 -0.048 0.029 0.001
H -0.34435 1.86379 3.34320 -0.068 0.014 -0.067
H -0.45092 0.70347 2.05484 0.097 0.150 0.120
H -2.01727 3.30373 2.19474 -0.018 0.060 -0.042
H -2.60390 1.72116 2.58153 0.018 0.010 0.003
H 1.37429 0.65210 0.91855 -0.010 0.018 0.005
H 2.26789 1.42851 2.20898 0.004 0.071 -0.009
H 3.58170 1.61128 0.30348 -0.004 0.016 0.047
H 2.91512 3.24140 0.48868 0.024 -0.041 -0.008
C 3.71800 -3.96302 0.09720 -0.084 0.010 0.002
C 3.01152 -2.59501 0.09775 0.240 0.038 -0.031
C 3.26190 -1.92357 -1.25367 -0.070 0.025 0.016
C 3.61863 -1.72375 1.20821 -0.089 0.037 -0.049
O 1.62451 -2.71677 0.25238 0.003 -0.249 0.167
Ge 0.87460 -3.71985 1.70139 -0.188 0.670 -0.244
O -0.86399 -3.46442 1.02853 0.128 -0.257 0.071
C -1.52358 -4.30526 0.10507 -0.107 -0.078 -0.074
C -1.14250 -5.77846 0.29203 0.056 0.030 0.035
C -1.16736 -3.86581 -1.31921 -0.041 -0.015 -0.062
C -3.02548 -4.13676 0.33502 0.042 0.061 0.042
O 0.73680 -2.11225 2.69653 0.137 -0.308 -0.023
C 0.14800 -2.04064 3.97297 -0.244 0.133 0.179
C -1.34658 -1.74683 3.82081 0.084 0.011 -0.019
C 0.83632 -0.89032 4.71392 0.045 0.053 -0.095
C 0.32264 -3.32127 4.80463 0.103 -0.004 -0.147
H 4.77526 -3.85412 -0.16269 0.007 0.009 0.000
H 3.24145 -4.62023 -0.63470 -0.002 0.011 -0.003
H 3.64645 -4.44370 1.07406 -0.004 0.005 0.004
H 4.32671 -1.72949 -1.41370 0.023 0.003 0.010
H 2.71361 -0.98092 -1.31177 0.000 -0.001 -0.010
H 2.90476 -2.57518 -2.05359 0.001 0.003 -0.018
H 4.70838 -1.68031 1.12051 0.033 0.001 0.005
H 3.34428 -2.11573 2.18835 0.031 -0.003 0.008
H 3.22220 -0.70681 1.14295 -0.003 -0.077 0.023
H -0.08684 -5.94561 0.06202 -0.005 -0.005 0.005
H -1.74355 -6.41332 -0.36432 -0.014 0.005 -0.011
H -1.31443 -6.08096 1.32778 0.006 0.000 -0.001
H -0.08174 -3.79676 -1.41454 -0.004 0.015 -0.017
H -1.60228 -2.88731 -1.53651 0.022 -0.059 0.003
H -1.55577 -4.56411 -2.06798 -0.014 -0.032 0.040
H -3.28304 -4.47064 1.34317 -0.007 0.010 0.004
H -3.60487 -4.71979 -0.38685 0.012 -0.011 -0.018
H -3.30514 -3.08574 0.23437 -0.021 -0.009 0.008
H -1.50754 -0.78667 3.32743 -0.015 -0.076 0.081
H -1.85483 -1.72570 4.78949 -0.010 0.021 0.013
H -1.80357 -2.50957 3.18832 -0.022 0.019 0.035
H 0.78376 0.01935 4.10865 0.000 -0.112 0.072
H 1.89051 -1.13274 4.87414 0.012 0.012 0.004
H 0.36591 -0.69542 5.68151 -0.016 -0.002 0.014
H -0.23049 -4.15608 4.36876 -0.011 0.013 -0.016
H -0.04346 -3.16244 5.82232 -0.014 0.017 0.004
H 1.37758 -3.60320 4.84812 0.014 -0.011 0.016
F -5.43914 -0.63532 1.27381 0.123 -0.069 0.088
Te -4.22499 0.52061 0.35275 -0.146 -0.308 -0.446
F -4.89050 1.70636 1.68012 -0.037 -0.045 -0.020
F -5.68004 0.21301 -0.91522 -0.098 0.042 0.333
F -3.14221 -0.11610 1.89637 -0.167 0.147 -0.083
F -4.53598 2.18310 -0.62935 0.084 -0.121 -0.127
O -3.25415 -0.68856 -0.57996 -1.144 0.555 -0.313
N -1.12145 0.48094 -5.50505 -0.033 0.052 -0.103
N -0.46407 -0.35524 -4.61506 -0.047 -0.024 0.001
N 0.26549 -1.38110 -4.99785 -0.011 0.004 0.044
C 0.65076 -1.85873 -3.82269 -0.016 0.032 0.013
N 0.15762 -1.15170 -2.79213 0.009 -0.147 0.002
N -0.54784 -0.19530 -3.32216 0.067 0.068 -0.014
H -0.45205 1.17614 -5.82563 0.004 -0.024 0.054
H -1.81763 0.97043 -4.94755 -0.024 -0.043 0.008
H 1.27944 -2.72230 -3.70752 0.013 -0.024 -0.007
```
Positions in Å, forces in eV/Å.

As for the spin multiplicity: 2. The HOMO energy (spin up / spin down) is -2.53 / -2.53 eV. The net charge is -2. The value obtained for the energy relative to the best compared isomer or geometry (same formula, charge and spin) is 40.6 kcal/mol.

Atom charges from the Mulliken analysis, given in e for atoms 1 to 2: atom 1 (Rb): 0.648, atom 2 (C): -1.360


2.
Formula: C30H41F2N3O5S
Source: OMol25
Level of theory: ωB97M-V/def2-TZVPD

XYZ file:
```
82
Properties=species:S:1:pos:R:3:forces:R:3
C 2.14307 2.11076 1.61741 -0.816 -0.563 -0.649
C 0.76042 1.37377 2.05457 1.149 -0.470 0.350
C 0.42939 0.28011 0.91997 -0.004 -0.656 0.960
C -1.08660 0.28717 0.39217 -0.012 0.217 -0.989
C -1.68823 1.76759 0.11123 -0.394 0.374 1.064
C -1.20754 -0.56489 -0.98339 -0.294 -2.189 -2.260
C -0.44376 -0.08432 -2.28133 -1.571 -2.103 -0.969
C 0.50906 1.19326 -2.34404 0.124 0.159 0.492
C 0.19873 2.21460 -3.54402 1.789 -1.033 -1.709
C 1.50516 2.18887 -4.52042 0.149 -0.063 -0.191
F 0.01763 3.58377 -3.11845 -0.093 -2.214 -0.305
C -0.61360 -0.89749 -3.60760 -1.793 -1.554 2.259
F 0.03602 -0.51882 -4.84210 -1.404 -0.607 3.109
C -1.49488 -2.19952 -3.72221 0.026 1.124 2.787
C -1.63418 -2.93157 -5.12987 -0.033 0.884 -0.478
C -0.24238 -3.40770 -5.78432 -0.169 -0.602 0.522
C 0.92103 -3.73874 -4.73318 1.273 0.099 -0.743
C 2.30824 -3.81801 -5.60146 -1.012 -0.657 0.243
S 3.29714 -2.23241 -5.46835 0.029 -0.679 1.381
C 3.89901 -2.03790 -3.74326 2.793 1.865 1.501
N 4.96763 -1.11811 -3.48900 -3.551 -3.003 -1.104
N 5.25268 -1.10052 -2.15371 -4.898 -4.642 1.019
C 4.34158 -2.05081 -1.59598 2.284 2.552 -1.194
O 3.46124 -2.67156 -2.54000 3.082 2.982 -0.496
C -2.23282 -2.69238 -2.42324 1.882 2.750 -0.276
C -2.06689 -1.87061 -1.08269 0.870 0.543 -1.987
C -2.86370 -2.49536 0.17558 0.852 0.014 1.004
O -2.42025 -2.52952 1.34619 -1.680 0.308 -4.020
C -4.29922 -3.14202 -0.21305 -0.623 -1.135 -2.201
N -5.39179 -2.91439 0.76070 1.445 0.243 -1.807
C -4.46567 -3.87275 -1.43890 1.616 1.840 1.913
C -3.18586 -3.99927 -2.41859 0.087 -1.238 -0.026
O -2.95302 -5.04217 -3.07580 -0.807 3.711 1.908
H 2.01577 2.45914 0.51851 0.289 -0.231 1.810
H 2.44380 2.97403 2.30354 -0.395 -1.406 -1.077
H 2.94378 1.28262 1.57462 -1.022 1.434 0.246
H -0.09382 2.08761 2.30168 1.220 -0.879 -0.576
H 1.00344 0.81612 3.03636 -0.585 0.968 -1.534
H 0.59338 -0.75684 1.41194 -0.274 1.549 -0.991
H 1.22625 0.36980 0.10762 -1.369 -0.121 0.828
H -1.72987 -0.15696 1.23395 0.998 0.290 -1.626
H -0.88677 2.59938 0.17807 -1.288 -1.417 -0.460
H -2.42447 2.00644 0.97449 1.179 -0.340 -1.387
H -2.31378 1.82956 -0.84697 1.203 -0.076 1.259
H 1.58718 0.79137 -2.47874 -1.744 0.663 0.182
H 0.53822 1.81080 -1.37539 -0.378 -1.183 -1.408
H -0.67083 1.84058 -4.20759 0.979 1.058 1.502
H 1.22647 2.43603 -5.61486 0.465 -0.051 1.886
H 2.33610 2.88886 -4.12215 -1.549 -0.931 -0.666
H 1.98779 1.14280 -4.56354 -1.006 1.522 0.177
H -2.08389 -2.15047 -5.85951 0.671 -1.189 1.214
H -2.35099 -3.81713 -5.14503 0.970 1.349 0.652
H 0.11187 -2.62819 -6.54991 -0.391 -1.147 1.281
H -0.46916 -4.40015 -6.33821 0.448 1.707 0.693
H 0.79802 -4.73110 -4.17956 -0.176 1.359 -0.871
H 1.10470 -2.93402 -3.94617 -0.647 -1.037 -1.085
H 2.00697 -3.88668 -6.71517 0.783 0.365 1.677
H 2.91793 -4.75637 -5.38069 -0.625 1.476 -0.103
H 4.33279 -2.23352 -0.47553 -0.475 -0.207 -1.933
H -5.63155 -1.90876 0.63777 -0.033 -1.029 0.506
H -6.20897 -3.50535 0.54305 0.644 0.570 -0.030
H -5.47560 -4.32189 -1.74068 1.818 0.556 0.485
C 0.29248 4.82537 4.96143 -0.136 -0.120 -0.338
C 1.46584 3.88869 5.06515 -0.165 -0.615 -0.346
C 2.63064 4.32836 5.91270 0.254 -0.348 -0.043
O 1.47419 2.81684 4.48678 0.079 0.626 0.545
H -0.47097 4.37988 4.32080 0.108 0.024 0.166
H -0.13634 4.99338 5.95101 0.056 0.135 -0.075
H 0.61118 5.77283 4.51999 0.032 0.070 0.194
H 2.30474 4.47534 6.94475 0.023 0.220 -0.056
H 3.05251 5.25332 5.51368 -0.098 0.078 0.186
H 3.40265 3.55566 5.89593 -0.112 0.092 -0.015
C -1.09240 0.31092 6.60338 -0.119 0.048 -0.376
C -1.06853 1.77636 6.94615 -0.191 0.439 -0.608
C -0.67134 2.15409 8.34890 0.000 0.398 -0.042
O -1.35884 2.62303 6.12162 0.069 -0.413 0.519
H -1.39567 0.18798 5.56138 0.057 0.049 0.141
H -0.09556 -0.11669 6.73059 -0.096 -0.080 0.157
H -1.81129 -0.20842 7.24096 0.185 -0.075 0.090
H 0.34419 1.80806 8.55350 -0.110 -0.151 0.124
H -1.37141 1.71690 9.06400 0.180 -0.116 0.040
H -0.69844 3.24128 8.45255 -0.017 -0.139 -0.027
```
Positions in Å, forces in eV/Å.

As for the spin multiplicity: 1. The HOMO energy is -8.62 eV. The net charge is 0. Its structure (SMILES) is CCC[C@@H](C)c1c(C[C@H](C)F)c(F)c(CCCCSc2nnco2)c2c1C(=O)C(N)=CC2=O.CC(C)=O.CC(C)=O.

Atom charges from the Mulliken analysis, given in e for atoms 1 to 2: atom 1 (C): -0.940, atom 2 (C): -0.177


How do the records compare in energy? In the order shown, they have -5773.770410, -2305.710623 hartree.
How do the records compare in strongest force on any atom? In the order shown, they have 0.025, 0.133 Eh/bohr.